C41H54Cl2CuN5OP2 | the ωB97M-V functional and the def2-TZVPD basis

M: 829.3 g/mol
HOMO-LUMO gap: 0.154 Eh
relative energy (zero: lowest compared OMol25 entry of this formula, charge and spin): 0.0 kcal per mole
energy: -141154.6238 eV

Structure (ORCA input):
```
! wB97M-V def2-TZVPD RIJCOSX def2/J DEFGRID3
* xyz -2 1
Cu -1.03267 0.77021 -0.67046
C 3.18760 3.07980 3.82062
C 2.45699 3.77718 2.86807
C 2.30829 3.26926 1.58566
C 2.92024 2.06822 1.21264
C 3.62263 1.36199 2.18969
C 3.75668 1.86279 3.47915
P 2.52055 1.37334 -0.45202
C 3.48912 2.46409 -1.59178
C 3.48908 3.85314 -1.46070
C 4.13135 4.66210 -2.38703
C 4.76962 4.10391 -3.48629
C 4.75201 2.72684 -3.64713
C 4.12255 1.91879 -2.70975
C 3.57674 -0.13048 -0.52971
C 2.91044 -1.31102 -0.85177
C 3.63934 -2.49170 -1.00455
C 5.01194 -2.49870 -0.83197
C 5.68214 -1.31786 -0.50952
C 4.96432 -0.14280 -0.36794
H 3.28494 3.46738 4.82789
H 1.96340 4.70568 3.12812
H 1.65469 3.77893 0.88504
H 4.05802 0.40047 1.95646
H 4.29930 1.28577 4.21906
H 2.95585 4.32055 -0.64495
H 4.11026 5.73731 -2.25456
H 5.25936 4.73665 -4.21708
H 5.22616 2.27001 -4.50809
H 4.11971 0.84652 -2.86084
H 1.82173 -1.28426 -0.99266
H 3.11775 -3.40734 -1.26427
H 5.57041 -3.42037 -0.95318
H 6.75812 -1.31685 -0.37964
H 5.48209 0.78277 -0.13947
C -0.31783 5.27848 -2.64764
C 0.15429 3.87665 -2.31647
O 0.43340 3.77160 -0.92593
H -0.53809 5.37451 -3.71531
H 0.44235 6.01927 -2.38028
H -1.23272 5.49313 -2.09609
H 1.07797 3.64816 -2.86261
H -0.61241 3.14410 -2.57835
H -0.24690 3.17978 -0.53876
N -0.21404 -0.96638 -0.89912
P -1.07708 -1.74485 0.11061
N -2.74334 -1.71977 -0.11976
C -3.67745 -2.54769 0.63198
C -5.09015 -1.98730 0.49921
C -5.58557 -2.05316 -0.95208
C -4.39464 -1.98797 -1.91719
C -3.30017 -1.10392 -1.33593
N -0.69160 -1.40497 1.72779
C -1.32452 -2.00274 2.89173
C -0.35685 -2.06545 4.07117
C 0.12089 -0.66872 4.49652
C 0.17913 0.27441 3.28705
C 0.42430 -0.50048 2.00335
N -0.82745 -3.45336 0.15762
C 0.45644 -3.85491 0.73085
C 0.75926 -5.30736 0.39405
C 0.94865 -5.49072 -1.12050
C 0.12959 -4.44536 -1.88931
C -1.13918 -4.10418 -1.11731
H -3.41275 -2.55116 1.68600
H -3.65047 -3.60176 0.30234
H -5.06989 -0.95101 0.83957
H -5.76105 -2.53643 1.16794
H -6.25578 -1.21072 -1.14201
H -6.16336 -2.96924 -1.11996
H -4.70535 -1.58665 -2.88524
H -3.99584 -2.99254 -2.10061
H -3.70750 -0.11428 -1.11565
H -2.48499 -0.95519 -2.04328
H -1.65225 -3.01725 2.64293
H -2.22015 -1.43717 3.19248
H 0.50519 -2.67352 3.77879
H -0.83947 -2.58620 4.90400
H 1.11274 -0.75444 4.95291
H -0.54084 -0.25917 5.26545
H 0.96012 1.02861 3.42022
H -0.76033 0.81219 3.16403
H 1.37800 -1.05571 2.07494
H 0.52498 0.18546 1.16395
H 0.42305 -3.71533 1.81348
H 1.28110 -3.21966 0.36755
H -0.08055 -5.91787 0.74137
H 1.64303 -5.64166 0.94371
H 0.63888 -6.50003 -1.41108
H 2.00783 -5.41000 -1.38619
H -0.11635 -4.80231 -2.89340
H 0.68948 -3.51371 -2.01006
H -1.73202 -5.01797 -0.95332
H -1.76047 -3.42982 -1.70958
Cl -3.43006 3.53206 -2.99455
C -4.22973 3.04544 -1.49450
C -5.58954 3.21041 -1.43472
C -6.32749 2.81799 -0.31203
C -5.60694 2.24072 0.73896
C -4.24741 2.07227 0.66742
Cl -3.46853 1.31717 2.05987
C -3.35937 2.43943 -0.46526
N -2.10287 2.25797 -0.54638
H -6.09140 3.65097 -2.29030
H -7.40031 2.94873 -0.26350
H -6.11837 1.90824 1.63739
*
```